C4H8OS | ωB97M-V/def2-TZVPD

Structure (ORCA input):
```
! wB97M-V def2-TZVPD RIJCOSX def2/J DEFGRID3
* xyz 0 1
S 0.0224 -1.8620 -0.6289
H 1.4941 -0.8506 -2.2811
H -1.9889 0.3836 0.0058
H -1.2956 1.0190 1.5128
H 2.0832 -0.5018 -0.6046
O 0.5007 0.7175 -1.3121
H 0.3230 -0.9938 1.6088
H 0.8817 1.3336 0.5542
C 1.1266 -0.5365 -1.2703
C -0.5335 -1.0099 0.9146
C 0.0509 1.2531 -0.1082
C -1.0556 0.4146 0.6207
H -1.3246 -1.6089 1.3322
H -0.2843 2.2420 -0.3439
*
```

Summary:
Structure (SMILES): C1COCSC1
DFT total energy (eV): -17159.7949

---

C4H8OS2 | ωB97M-V/def2-TZVPD

Structure (ORCA input):
```
! wB97M-V def2-TZVPD RIJCOSX def2/J DEFGRID3
* xyz 0 1
S 2.3573 -0.5768 0.2071
H 0.4199 -1.4860 1.4850
H 0.7845 0.9261 1.8633
H -2.3776 -1.6910 -0.1547
H -1.5108 1.4421 -0.6396
C 0.1093 0.2879 0.2066
H 1.6046 1.7830 -0.4208
H 0.3473 -1.8340 -0.2363
H -1.0931 0.0114 -1.5865
C 0.6347 -1.1391 0.4884
H 1.2666 0.5381 -1.6887
S -2.6010 -0.4469 0.2525
C -1.2191 0.3911 -0.5603
O -0.0726 1.0622 1.3779
C 1.3500 0.7319 -0.5940
*
```

Summary:
DFT total energy (eV): -27994.9760

---

C4H8OS2 | ωB97M-V/def2-TZVPD

Structure (ORCA input):
```
! wB97M-V def2-TZVPD RIJCOSX def2/J DEFGRID3
* xyz 0 1
H -1.3809 0.7919 -3.3442
S 0.0337 2.0305 0.1430
H 0.7721 0.8512 2.1360
H -2.2962 1.4747 -1.9342
O 2.2606 -2.1739 1.7741
H 0.2089 -1.0848 -0.1686
S 0.1243 1.3556 -1.7263
H 1.7916 -0.3261 0.1222
C 0.2132 0.5687 1.2487
H -1.7442 -0.2099 -1.8794
H -0.8098 0.3372 1.5007
H 0.3269 -2.0570 2.2197
C 1.1754 -1.6920 1.6009
C 0.8607 -0.6399 0.5740
C -1.5364 0.7739 -2.2666
*
```

Summary:
Structure (SMILES): CSSCCC=O
DFT total energy (eV): -27995.2271